(1)
A cluster of 2 separate species, C2H5N3P in total. Source: OMol25; level of theory: ωB97M-V with the def2-TZVPD basis set.

Properties
E_LUMO (alpha / beta)   -3.97 / -8.21 eV
Orbital gap (alpha / beta)   5.26 / 7.68 eV
Calculated total energy   -584.29522 a.u.
ΔE to the lowest compared entry with this formula, charge and spin   90.8 kcal per mole
Expectation value of S²   2.017

Geometry as ORCA input:
```
! wB97M-V def2-TZVPD RIJCOSX def2/J DEFGRID3
* xyz 1 3
C 1.739 0.359 0.540
C -1.718 -0.603 0.479
N 0.844 0.491 1.247
N -1.454 -0.160 1.668
N -1.762 -0.616 -0.676
P 2.787 0.380 -0.805
H -2.242 -0.244 2.222
H 4.002 0.049 -0.054
H -1.602 -1.000 -1.582
H -0.545 0.382 1.804
H 2.445 -1.025 -1.161
*
```

natural (NBO) atomic charge list, values in e, 4 entries: -0.174 0.769 -0.413 -0.783

(2)
A structure of composition C21H16ClN2O12P2Tc. Source: OMol25; level of theory: ωB97M-V with the def2-TZVPD basis set.

Properties
E_LUMO (alpha / beta)   1.89 / 1.35 eV
Orbital gap (alpha / beta)   7.49 / 7.34 eV
Calculated total energy   -3046.41993 a.u.
Expectation value of S²   3.771

Geometry as ORCA input:
```
! wB97M-V def2-TZVPD RIJCOSX def2/J DEFGRID3
* xyz -1 4
Tc 0.409 0.243 0.016
O -3.092 -1.905 -3.415
C -2.063 -2.768 -3.467
C -2.099 -3.757 -4.449
C -1.077 -4.678 -4.556
C 0.008 -4.636 -3.687
C 0.060 -3.655 -2.719
C -0.966 -2.719 -2.590
C -0.816 -1.664 -1.581
O 0.279 -1.554 -0.892
N -1.846 -0.872 -1.347
N -1.562 -0.007 -0.329
C -2.521 0.552 0.331
C -2.284 1.164 1.605
C -3.205 2.069 2.147
C -3.010 2.618 3.393
C -1.898 2.230 4.146
C -1.004 1.301 3.663
C -1.143 0.770 2.370
O -0.257 -0.080 1.915
H -2.907 -1.263 -2.693
H -2.942 -3.763 -5.129
H -1.120 -5.434 -5.331
H 0.818 -5.347 -3.782
H 0.911 -3.568 -2.058
H -3.533 0.471 -0.054
H -4.059 2.360 1.545
H -3.708 3.348 3.781
H -1.735 2.674 5.121
H -0.133 1.003 4.230
O 3.470 1.921 -1.386
P 3.428 0.341 -1.092
O 4.771 -0.198 -0.923
O 2.422 0.138 0.052
O 2.707 -0.324 -2.426
P 1.374 0.285 -3.082
O 1.911 1.552 -3.940
O 0.698 -0.652 -3.984
O 0.631 0.974 -1.928
H 2.654 2.242 -1.798
H 1.874 1.292 -4.870
Cl 1.956 7.699 0.863
C 1.460 6.033 0.756
C 0.333 5.701 0.012
C -0.058 4.387 -0.079
C 0.630 3.355 0.597
O 0.181 2.138 0.475
C 1.761 3.728 1.378
C 2.464 2.775 2.253
O 2.011 1.753 2.700
C 2.173 5.059 1.414
H -0.218 6.478 -0.502
H -0.913 4.098 -0.678
H 3.472 3.125 2.563
H 3.043 5.322 2.003
*
```

natural (NBO) atomic charge list, values in e, 4 entries: 1.705 -0.686 0.361 -0.285

(3)
A cluster of 9 separate species, C35H55NO19P in total. Source: OMol25; level of theory: ωB97M-V with the def2-TZVPD basis set.

Properties
E_LUMO   1.62 eV
Orbital gap   5.20 eV
Calculated total energy   -3192.47573 a.u.

Geometry as ORCA input:
```
! wB97M-V def2-TZVPD RIJCOSX def2/J DEFGRID3
* xyz -1 1
C 1.105 -1.623 -1.838
P 2.491 -1.418 -0.632
O 1.969 -2.174 0.803
N 2.546 0.276 -0.292
C 3.964 0.805 -0.261
C 4.803 0.158 -1.404
O 5.840 -0.475 -1.089
O 4.338 0.317 -2.549
H 1.601 -1.605 -2.809
H 0.619 -2.592 -1.703
H 0.389 -0.786 -1.819
H 2.785 -2.556 1.129
H 2.212 0.352 0.668
H 3.868 1.883 -0.407
H 4.386 0.560 0.714
O 4.187 -0.257 2.499
C 5.276 -0.760 2.545
O 6.398 -0.082 2.251
C 7.528 -0.970 2.274
C 7.103 -2.137 3.159
C 5.605 -2.201 2.880
H 7.744 -1.272 1.254
H 8.392 -0.440 2.677
H 7.623 -3.056 2.955
H 7.273 -1.882 4.210
H 5.386 -2.831 2.015
H 5.038 -2.532 3.747
O -0.913 0.400 -2.571
C -1.868 0.692 -1.913
O -1.958 0.436 -0.587
C -3.264 0.801 -0.105
C -3.793 1.811 -1.105
C -3.151 1.338 -2.403
H -3.881 -0.100 -0.061
H -3.176 1.217 0.896
H -4.877 1.853 -1.137
H -3.426 2.807 -0.853
H -3.756 0.581 -2.906
H -2.936 2.160 -3.080
O -6.758 0.289 -1.272
C -7.106 0.505 -2.395
O -6.604 1.512 -3.158
C -7.311 1.567 -4.412
C -7.909 0.182 -4.597
C -8.176 -0.245 -3.161
H -8.077 2.345 -4.344
H -6.620 1.826 -5.211
H -8.793 0.177 -5.231
H -7.169 -0.482 -5.047
H -9.156 0.086 -2.811
H -8.068 -1.318 -3.026
O -5.173 3.192 1.666
C -4.781 3.020 2.781
O -3.519 3.316 3.175
C -3.313 2.895 4.533
C -4.706 2.815 5.141
C -5.554 2.414 3.937
H -2.807 1.928 4.523
H -2.678 3.618 5.041
H -4.770 2.123 5.979
H -5.014 3.800 5.494
H -5.592 1.332 3.805
H -6.559 2.823 3.986
O 5.309 -2.807 6.761
C 4.539 -1.902 6.613
O 3.223 -2.074 6.355
C 2.598 -0.798 6.118
C 3.505 0.221 6.791
C 4.878 -0.424 6.632
H 2.527 -0.643 5.039
H 1.595 -0.806 6.539
H 3.429 1.216 6.355
H 3.256 0.298 7.851
H 5.345 -0.158 5.681
H 5.541 -0.190 7.460
O -12.110 4.435 -3.928
C -11.309 4.337 -3.048
O -11.131 3.196 -2.330
C -10.177 3.425 -1.277
C -9.365 4.623 -1.728
C -10.384 5.425 -2.530
H -10.720 3.618 -0.349
H -9.557 2.541 -1.144
H -8.920 5.172 -0.900
H -8.558 4.296 -2.387
H -10.959 6.105 -1.899
H -9.928 5.969 -3.351
O 8.746 -3.316 1.251
C 9.931 -3.412 1.340
O 10.547 -4.207 2.256
C 11.969 -4.022 2.185
C 12.233 -3.472 0.791
C 10.965 -2.667 0.520
H 12.268 -3.324 2.970
H 12.464 -4.976 2.356
H 13.151 -2.889 0.725
H 12.306 -4.293 0.076
H 11.040 -1.645 0.894
H 10.694 -2.664 -0.531
O -1.510 -2.585 -8.441
C -0.718 -2.664 -7.545
O -0.557 -3.786 -6.802
C 0.387 -3.533 -5.738
C 1.209 -2.350 -6.205
C 0.203 -1.567 -7.040
H -0.170 -3.315 -4.825
H 0.998 -4.418 -5.577
H 1.642 -1.780 -5.386
H 2.024 -2.696 -6.843
H -0.379 -0.872 -6.432
H 0.672 -1.043 -7.867
*
```

Mulliken atomic charge list, values in e, 4 entries: -0.032 0.130 -0.561 -0.270

(4)
A structure of composition C3H4AlLiO3. Source: OMol25; level of theory: ωB97M-V with the def2-TZVPD basis set.

Properties
E_LUMO (alpha / beta)   -10.77 / -10.56 eV
Orbital gap (alpha / beta)   6.63 / 6.14 eV
Calculated total energy   -591.60563 a.u.
ΔE to the lowest compared entry with this formula, charge and spin   108.9 kcal per mole

Geometry as ORCA input:
```
! wB97M-V def2-TZVPD RIJCOSX def2/J DEFGRID3
* xyz 2 1
H 0.500 -0.489 2.591
C 0.951 -0.285 1.600
C 0.581 1.101 1.163
O -0.282 1.109 0.132
C -0.439 0.843 -1.761
O -1.757 0.798 -1.974
Al -0.757 -0.681 -0.280
O 0.585 -1.299 0.692
H 2.044 -0.250 1.779
H 1.477 1.693 0.904
H -1.986 0.917 -2.907
Li 1.517 -2.818 0.612
*
```

natural (NBO) atomic charge list, values in e, 4 entries: 0.266 -0.227 0.474 -0.677

(5)
A cluster of 3 separate species, C15H28BBrClF3O5PS3 in total. Source: OMol25; level of theory: ωB97M-V with the def2-TZVPD basis set.

Properties
E_LUMO   1.94 eV
Orbital gap   6.16 eV
Calculated total energy   -5859.19164 a.u.

Geometry as ORCA input:
```
! wB97M-V def2-TZVPD RIJCOSX def2/J DEFGRID3
* xyz -1 1
C -5.117 2.673 -6.972
C -4.325 1.770 -5.978
Br -3.380 0.433 -7.052
C -3.381 2.622 -5.155
B -2.480 1.867 -3.980
S -3.158 0.124 -3.487
C -0.868 1.872 -4.316
C -0.254 0.557 -4.833
C 0.190 -0.332 -3.729
F 1.167 0.143 -2.907
C -0.319 -1.539 -3.441
F -0.638 -1.917 -2.198
F -0.536 -2.521 -4.316
P -2.657 3.053 -2.408
O -4.286 3.156 -2.049
Cl -1.735 1.914 -0.890
H -4.760 2.492 -7.981
H -6.181 2.454 -6.965
H -4.922 3.719 -6.764
H -5.071 1.318 -5.341
H -4.038 3.344 -4.658
H -2.756 3.208 -5.831
H -4.115 0.379 -2.580
H -0.323 2.125 -3.404
H -0.695 2.670 -5.033
H -0.904 -0.012 -5.493
H 0.629 0.815 -5.432
H -4.597 2.286 -1.766
C 1.737 -3.314 1.547
C 1.199 -2.623 0.283
C 0.019 -1.740 0.705
S 0.334 -1.279 2.413
O -0.682 -1.868 3.255
O 0.644 0.126 2.492
C 1.842 -2.218 2.604
H 2.701 -3.790 1.372
H 1.034 -4.083 1.876
H 1.984 -2.002 -0.154
H 0.894 -3.343 -0.474
H -0.058 -0.837 0.103
H -0.924 -2.282 0.677
H 1.908 -2.594 3.621
H 2.677 -1.550 2.399
C 3.747 -0.277 8.109
C 2.437 -0.105 7.326
C 2.807 0.253 5.882
S 4.419 -0.485 5.583
O 5.381 0.567 5.374
O 4.283 -1.573 4.648
C 4.645 -1.144 7.233
H 3.580 -0.734 9.083
H 4.213 0.698 8.269
H 1.878 -1.043 7.342
H 1.801 0.661 7.767
H 2.097 -0.146 5.160
H 2.907 1.327 5.743
H 5.698 -1.096 7.500
H 4.308 -2.180 7.222
*
```

natural (NBO) atomic charge list, values in e, 4 entries: -0.631 -0.186 -0.067 -0.675